[1]
Here is a structure of composition C20H34GdN2O6S2Si2 in a non-equilibrium geometry from the OMol25 dataset. Energies are from the ωB97M-V functional and the def2-TZVPD basis.

As for the energy above the lowest of the compared OMol25 structures with the same formula, charge and spin: 0.0 kcal per mole. Its multiplicity is 8. For the total energy, the calculation gives -3484.77305 Ha. As for the expectation value of S²: 16.060. The highest occupied orbital energy (spin up / spin down) comes out at -5.10 / -5.11 eV. Its total charge is -1.

Geometry as XYZ:
```
67
Properties=species:S:1:pos:R:3:forces:R:3:lowdin_charge:R:1
Gd -0.821 -0.307 0.181 0.323 1.343 -0.402 1.476
O -1.814 0.101 -2.307 -0.010 0.081 0.118 -0.176
C -3.174 -0.328 -2.437 0.029 0.035 0.089 -0.197
C -4.005 0.124 -1.246 0.185 0.019 -0.006 -0.185
N -3.444 -0.384 0.005 -0.380 -0.164 0.180 -0.242
C -3.716 -1.824 0.155 0.197 -0.074 -0.141 -0.088
C -2.671 -2.733 -0.524 -0.164 0.062 0.080 -0.642
O -3.048 -3.772 -1.037 0.086 -0.070 -0.023 0.044
O -1.453 -2.302 -0.459 -0.320 -0.743 -0.196 -0.213
C -3.918 0.355 1.183 0.035 -0.158 0.012 -0.127
C -3.015 0.128 2.415 -0.089 -0.158 -0.165 -0.662
O -3.455 0.458 3.504 0.062 0.069 0.057 0.030
O -1.857 -0.385 2.167 -0.251 0.101 0.470 -0.200
H -1.796 1.073 -2.328 0.104 -0.033 0.005 0.014
H -3.144 -1.413 -2.515 0.016 -0.027 -0.042 0.118
H -3.607 0.066 -3.360 -0.003 0.010 -0.031 0.125
H -5.047 -0.200 -1.383 -0.029 0.006 -0.010 0.131
H -3.987 1.215 -1.204 -0.035 0.013 0.014 0.092
H -4.702 -2.092 -0.238 -0.063 0.041 0.034 0.129
H -3.690 -2.080 1.215 0.012 0.030 0.030 0.136
H -4.947 0.090 1.453 -0.020 -0.023 0.008 0.132
H -3.888 1.423 0.968 0.018 0.014 -0.056 0.079
C 4.082 -0.226 -2.271 0.068 -0.125 0.167 -0.178
Si 2.233 -0.099 -1.910 -0.349 -0.013 -0.221 0.428
C 1.738 1.666 -2.282 -0.008 0.016 0.005 -0.182
C 1.371 -1.236 -3.142 0.042 -0.083 0.052 -0.170
C 1.673 -0.520 -0.180 0.607 -0.143 0.014 -0.436
C 1.946 0.553 0.819 -0.149 -0.013 -0.001 -0.419
C 3.205 1.118 1.055 0.059 0.025 -0.011 -0.033
C 3.346 2.103 2.014 -0.025 -0.047 -0.016 -0.059
C 2.236 2.520 2.736 0.039 0.003 -0.004 -0.074
C 1.025 1.922 2.455 -0.103 0.021 0.095 -0.132
N 0.884 0.971 1.535 0.185 -0.048 -0.009 0.002
Si 2.119 -2.186 0.530 0.021 -0.137 0.048 0.420
C 1.554 -3.624 -0.524 -0.053 0.025 -0.084 -0.165
C 3.980 -2.428 0.740 0.081 0.178 0.005 -0.173
C 1.360 -2.307 2.249 -0.043 0.016 -0.073 -0.162
H 4.267 0.050 -3.313 -0.024 0.006 0.010 0.029
H 4.451 -1.245 -2.122 0.013 0.046 -0.046 0.013
H 4.673 0.441 -1.639 0.001 -0.008 -0.051 0.018
H 1.787 1.874 -3.355 0.033 -0.024 0.025 0.035
H 2.376 2.389 -1.767 -0.037 0.000 0.000 0.019
H 0.719 1.873 -1.945 0.014 0.072 -0.034 -0.019
H 1.282 -0.740 -4.112 0.008 -0.001 0.019 0.031
H 0.366 -1.499 -2.803 0.004 -0.005 -0.052 0.018
H 1.926 -2.166 -3.293 -0.038 0.025 0.009 0.020
H 4.056 0.764 0.488 -0.006 0.029 0.014 0.097
H 4.317 2.546 2.201 -0.001 -0.001 -0.016 0.106
H 2.299 3.305 3.476 -0.007 -0.010 0.000 0.103
H 0.121 2.212 2.980 -0.011 -0.027 -0.022 0.124
H 2.032 -3.602 -1.508 -0.001 -0.025 0.039 0.021
H 0.474 -3.619 -0.672 0.020 -0.016 -0.013 0.017
H 1.837 -4.563 -0.038 0.005 0.027 0.000 0.034
H 4.478 -2.437 -0.233 0.005 -0.021 0.055 0.012
H 4.189 -3.381 1.233 -0.029 0.011 0.010 0.028
H 4.431 -1.631 1.339 -0.003 -0.048 -0.007 0.023
H 0.289 -2.079 2.251 -0.014 -0.042 0.092 0.011
H 1.838 -1.605 2.937 -0.023 0.003 -0.005 0.038
H 1.474 -3.314 2.657 0.014 0.003 -0.014 0.035
C -2.737 4.007 1.863 0.030 -0.025 0.027 -0.119
O -1.464 4.460 1.400 -0.031 -0.045 -0.071 -0.252
C -0.843 3.840 0.374 0.100 0.051 0.196 -1.304
S 0.636 4.444 -0.042 -0.082 -0.034 -0.046 0.591
S -1.661 2.508 -0.364 -0.020 -0.017 -0.144 0.602
H -3.038 4.735 2.612 0.011 0.005 0.021 0.090
H -2.664 3.017 2.315 0.001 -0.005 0.013 0.070
H -3.463 3.977 1.051 -0.006 0.024 -0.002 0.066
```
Positions in Å, forces in eV/Å.


[2]
Here is a structure of composition C20H34GdN3OP in a non-equilibrium geometry from the OMol25 dataset. Energies are from the ωB97M-V functional and the def2-TZVPD basis.

Its multiplicity is 9. For the total energy, the calculation gives -2128.37553 Ha. As for the expectation value of S²: 20.313. The highest occupied orbital energy (spin up / spin down) comes out at -14.42 / -13.86 eV. Its total charge is +2.

Geometry as XYZ:
```
60
Properties=species:S:1:pos:R:3:forces:R:3:lowdin_charge:R:1
C -1.336 0.774 -2.836 -0.074 -0.057 0.196 -0.115
C 0.009 1.463 -2.587 0.441 -0.293 -0.075 -0.237
N 0.797 1.019 -1.564 0.479 0.856 -0.137 0.010
C 2.011 1.614 -1.388 0.355 0.315 -0.455 -0.309
C 2.429 2.649 -2.208 0.113 -0.115 -0.467 -0.019
C 1.689 3.013 -3.324 -0.351 0.129 0.499 0.006
C 0.447 2.411 -3.506 0.053 -0.180 0.127 0.008
C 3.105 1.162 -0.398 -1.371 -0.333 1.113 -0.241
P 2.271 0.288 1.080 1.441 0.023 0.204 0.810
H -0.181 2.625 -4.365 0.093 0.181 0.150 0.131
H 3.408 3.064 -2.000 -0.125 0.209 -0.206 0.126
H 2.047 3.793 -3.984 -0.033 -0.143 -0.103 0.129
C -2.608 1.478 -0.891 -0.008 -0.032 -0.095 -0.071
C -2.945 -0.765 -1.768 -0.128 -0.312 -0.285 -0.079
H 3.607 2.047 0.095 -0.275 -0.928 -1.094 0.106
H -1.150 -0.112 -3.467 -0.116 0.264 0.296 0.146
H -2.018 1.457 -3.396 0.467 -0.412 0.317 0.149
C 2.588 1.521 2.414 -0.395 0.583 0.122 -0.282
C 3.563 -0.935 1.524 0.105 -0.432 -0.085 -0.275
H 2.373 1.219 3.451 0.006 -0.394 -0.520 0.049
H 3.643 1.826 2.384 -0.228 -0.090 -0.059 0.055
H 1.964 2.404 2.240 0.152 0.025 -0.066 0.044
H 3.195 -1.725 2.202 0.102 0.391 -0.284 0.051
H 3.890 -1.407 0.586 0.034 -0.043 0.388 0.047
H 4.418 -0.431 2.001 -0.240 -0.208 -0.245 0.059
H -3.866 -0.417 -2.273 0.339 -0.133 0.213 0.116
H -2.470 -1.568 -2.349 -0.166 0.324 0.100 0.091
H -3.201 -1.200 -0.792 -0.146 0.197 -0.152 0.084
H -3.477 1.826 -1.488 0.403 0.013 0.452 0.117
H -2.940 1.161 0.109 -0.095 0.130 -0.264 0.077
H -1.864 2.281 -0.769 -0.353 -0.161 -0.103 0.099
Gd -0.308 -0.717 -0.135 0.063 -1.264 -1.627 1.299
H -0.338 0.646 1.231 -0.276 1.248 1.556 0.012
O -0.246 -2.369 -1.498 1.714 0.290 -0.067 -0.459
H 3.820 0.477 -0.928 -0.527 0.694 0.647 0.118
H 0.731 -2.360 -1.699 -1.269 -0.489 -0.245 -0.004
N -1.979 0.331 -1.567 0.248 0.314 -0.448 -0.410
C -0.748 -0.281 4.618 0.316 -0.069 0.146 0.021
N -2.215 -0.045 4.551 -0.386 -0.246 -0.184 -0.192
C -2.600 1.226 5.212 -0.090 0.203 0.180 0.017
C -2.772 -0.129 3.135 -0.118 -0.039 0.167 -0.092
C -2.532 -1.514 2.611 -0.477 -0.592 0.454 -0.289
C -3.174 -2.581 3.271 0.342 -0.010 -0.393 -0.030
C -2.893 -3.915 2.934 -0.061 0.044 0.019 -0.039
C -1.968 -4.201 1.925 0.316 0.606 -0.063 -0.028
C -1.332 -3.116 1.273 -0.085 -0.902 -0.125 -0.135
C -1.648 -1.803 1.593 0.303 0.104 0.177 -0.212
H -0.235 0.440 3.968 -0.223 -0.164 0.186 0.096
H -0.524 -1.302 4.300 -0.100 0.234 -0.012 0.112
H -0.446 -0.144 5.661 0.050 -0.012 -0.253 0.116
H -2.671 -0.816 5.061 0.219 0.234 -0.125 0.173
H -2.098 2.052 4.698 -0.135 -0.168 0.167 0.118
H -3.686 1.331 5.139 0.231 0.087 0.072 0.115
H -2.292 1.175 6.262 -0.087 0.142 -0.255 0.117
H -3.843 0.088 3.219 0.175 0.016 0.062 0.144
H -2.292 0.666 2.556 0.030 -0.249 0.067 0.102
H -3.898 -2.333 4.047 -0.035 -0.316 -0.049 0.121
H -3.393 -4.735 3.462 0.163 0.413 -0.228 0.124
H -1.707 -5.230 1.635 -0.255 0.593 0.268 0.129
H -0.605 -3.331 0.469 -0.525 -0.076 0.428 0.074
```
Positions in Å, forces in eV/Å.


[3]
Here is a structure of composition C20H34N2SSeSi2SnTe from the OMol25 dataset. Energies are from the ωB97M-V functional and the def2-TZVPD basis.

As for the energy above the lowest of the compared OMol25 structures with the same formula, charge and spin: 0.1 kcal per mole. For the total energy, the calculation gives -4753.01309 Ha. The highest occupied orbital energy comes out at -6.56 eV. Its total charge is 0.

Geometry as XYZ:
```
62
Properties=species:S:1:pos:R:3:forces:R:3:nbo_charge:R:1
Sn -0.041 -0.084 0.804 -0.172 -0.035 0.241 0.681
C -2.602 6.371 1.124 -0.047 0.068 0.024 -1.109
Si -2.401 5.177 -0.308 0.093 0.077 -0.059 1.640
C -2.363 6.148 -1.911 0.017 0.006 -0.049 -1.111
C -3.854 4.009 -0.342 -0.004 -0.117 -0.001 -1.119
C -0.684 4.419 -0.063 -0.087 -0.245 0.066 -0.524
C 0.358 5.333 0.068 -0.051 0.032 -0.031 -0.132
C 1.642 4.936 0.415 -0.004 0.019 0.001 -0.297
C 1.844 3.591 0.654 -0.048 0.002 0.000 0.058
N 0.891 2.679 0.494 -0.058 -0.060 -0.038 -0.490
C -0.338 3.058 0.116 0.265 0.209 -0.023 0.106
S -1.464 1.746 -0.206 0.042 -0.026 0.018 -0.290
H -3.568 6.883 1.083 0.039 -0.024 -0.004 0.232
H -1.819 7.133 1.107 -0.036 -0.013 0.034 0.231
H -2.536 5.847 2.080 -0.008 0.012 -0.023 0.239
H -3.271 6.745 -2.035 0.028 -0.026 0.003 0.233
H -2.285 5.468 -2.764 0.004 0.046 0.022 0.240
H -1.506 6.826 -1.944 -0.046 -0.019 -0.019 0.232
H -4.782 4.588 -0.384 0.064 0.012 -0.004 0.232
H -3.881 3.369 0.542 -0.023 0.031 -0.034 0.249
H -3.810 3.357 -1.217 -0.040 0.010 0.050 0.250
H 0.164 6.389 -0.102 0.007 -0.030 0.057 0.203
H 2.447 5.652 0.517 0.000 -0.029 0.000 0.216
H 2.811 3.215 0.976 -0.041 0.029 -0.019 0.192
Te 1.587 -0.437 -1.524 0.086 -0.028 -0.219 -0.220
C 0.197 -3.851 1.329 0.070 0.012 0.030 -0.433
N -0.187 -4.417 0.001 0.102 0.049 0.011 -0.335
C 0.963 -5.108 -0.641 0.057 -0.030 -0.011 -0.421
C -0.758 -3.361 -0.932 -0.109 0.158 0.038 -0.285
C -1.969 -2.703 -0.343 0.035 -0.044 0.017 -0.050
C -3.187 -3.382 -0.453 0.029 -0.028 0.024 -0.245
C -4.341 -2.852 0.095 0.001 0.027 0.024 -0.231
C -4.262 -1.638 0.767 0.079 0.030 -0.001 -0.200
C -3.043 -0.981 0.880 0.021 -0.031 -0.022 -0.236
C -1.854 -1.471 0.315 -0.077 0.146 -0.007 -0.411
H 0.557 -4.660 1.963 -0.029 -0.017 -0.052 0.214
H -0.666 -3.367 1.774 -0.030 -0.003 -0.037 0.253
H 0.993 -3.122 1.178 0.007 -0.001 -0.056 0.256
H -0.933 -5.092 0.159 -0.035 -0.015 0.038 0.419
H 1.705 -4.359 -0.912 -0.010 0.036 0.023 0.257
H 0.618 -5.629 -1.531 -0.031 0.032 0.010 0.221
H 1.403 -5.813 0.061 -0.054 -0.010 0.006 0.219
H -0.984 -3.874 -1.867 0.040 -0.088 0.022 0.212
H 0.039 -2.639 -1.105 0.049 -0.050 -0.016 0.265
H -3.231 -4.331 -0.986 -0.019 0.051 -0.030 0.191
H -5.288 -3.367 -0.008 0.015 -0.002 0.000 0.213
H -5.155 -1.194 1.192 0.019 -0.037 0.017 0.213
H -3.019 -0.035 1.418 -0.042 -0.041 -0.046 0.216
C 4.683 1.133 0.143 -0.027 0.051 -0.008 -1.146
Si 5.089 -0.671 -0.092 -0.030 0.066 -0.098 1.507
C 6.043 -1.290 1.392 0.024 -0.111 -0.012 -1.126
C 6.036 -0.985 -1.672 0.076 0.057 0.005 -1.133
Se 3.188 -1.963 -0.251 -0.039 -0.043 0.152 -0.531
H 5.492 1.762 -0.242 -0.023 -0.048 0.026 0.240
H 4.561 1.348 1.208 -0.049 -0.001 -0.038 0.240
H 3.760 1.408 -0.374 0.052 -0.012 0.013 0.267
H 7.064 -0.896 1.359 -0.050 -0.027 0.027 0.239
H 6.100 -2.381 1.418 0.030 0.057 -0.003 0.238
H 5.573 -0.947 2.316 0.007 -0.034 -0.021 0.243
H 6.945 -0.378 -1.737 -0.064 -0.029 0.017 0.234
H 5.404 -0.757 -2.533 0.031 0.002 -0.001 0.248
H 6.318 -2.038 -1.729 -0.011 0.029 -0.033 0.239
```
Positions in Å, forces in eV/Å.


[4]
Here is an isolated molecule of C20H34N4O4 from the OMol25 dataset. Energies are from the ωB97M-V functional and the def2-TZVPD basis.

As for the energy above the lowest of the compared OMol25 structures with the same formula, charge and spin: 32.8 kcal per mole. Its SMILES is CCCN(CCC)CCNc1c(NC2CCN(C(=O)OCC)CC2)c(=O)c1=O. For the total energy, the calculation gives -1302.47529 Ha. The highest occupied orbital energy comes out at -7.84 eV. Its total charge is 0.

Geometry as XYZ:
```
62
Properties=species:S:1:pos:R:3:forces:R:3:nbo_charge:R:1
C -2.706 -6.540 -1.836 -0.065 0.115 0.222 -0.600
C -2.628 -5.362 -0.872 -0.067 0.052 -0.330 -0.421
H -3.089 -5.647 0.076 0.016 0.020 0.115 0.184
C -3.334 -4.136 -1.452 0.148 -0.233 0.212 -0.201
N -3.133 -2.945 -0.651 0.084 0.010 -0.005 -0.473
C -3.299 -1.693 -1.358 -0.266 0.189 0.027 -0.197
H -2.607 -1.699 -2.204 0.036 0.088 -0.011 0.200
C -4.722 -1.363 -1.864 0.265 -0.038 -0.070 -0.426
C -4.979 -1.803 -3.301 -0.081 0.055 0.194 -0.605
H -5.974 -1.493 -3.615 -0.063 -0.018 -0.115 0.209
H -4.253 -1.348 -3.971 0.061 0.020 -0.115 0.202
H -4.911 -2.882 -3.403 0.010 -0.119 -0.075 0.205
H -5.456 -1.831 -1.204 -0.037 0.072 0.089 0.197
H -4.870 -0.282 -1.803 -0.061 0.004 0.059 0.201
H -2.972 -0.897 -0.682 0.051 0.009 -0.060 0.184
C -3.724 -2.992 0.670 0.415 -0.094 0.276 -0.229
H -4.325 -2.094 0.860 -0.053 -0.066 -0.017 0.184
C -2.624 -3.079 1.748 -0.600 -0.246 -0.110 -0.223
N -1.786 -1.901 1.733 0.208 0.440 -0.036 -0.576
C -0.737 -1.833 0.890 0.142 0.518 -0.068 0.134
C 0.029 -0.787 0.374 -0.350 -0.153 0.326 0.100
N -0.001 0.558 0.475 -0.348 -0.244 0.108 -0.580
H -0.543 0.972 1.222 0.032 -0.081 -0.068 0.386
C 1.096 1.357 -0.033 0.164 0.380 0.129 -0.061
C 2.214 1.518 1.006 0.088 -0.054 -0.408 -0.420
H 2.615 0.538 1.270 -0.014 -0.055 0.040 0.223
C 3.328 2.393 0.429 0.115 -0.206 0.378 -0.216
N 2.791 3.668 0.013 0.131 -0.113 -0.059 -0.452
C 2.974 4.830 0.682 0.169 -0.033 0.026 0.895
O 2.412 5.864 0.406 -0.122 0.399 0.068 -0.666
O 3.874 4.705 1.686 -0.088 -0.280 -0.194 -0.530
C 4.221 5.912 2.360 0.040 0.536 0.134 -0.067
C 5.278 6.698 1.598 -0.284 -0.320 0.055 -0.635
H 6.157 6.081 1.427 0.110 -0.011 0.003 0.208
H 5.564 7.576 2.170 0.061 0.114 0.049 0.215
H 4.877 7.017 0.639 0.003 0.066 -0.058 0.224
H 3.320 6.521 2.488 0.153 -0.134 0.068 0.200
H 4.596 5.591 3.335 -0.083 0.037 -0.105 0.185
C 1.748 3.578 -0.984 -0.337 0.283 0.013 -0.220
C 0.585 2.734 -0.460 0.296 -0.191 -0.214 -0.402
H -0.174 2.629 -1.236 -0.061 -0.024 0.006 0.220
H 0.136 3.240 0.398 -0.060 0.049 0.050 0.197
H 1.419 4.592 -1.215 0.066 -0.173 -0.069 0.249
H 2.165 3.117 -1.885 -0.024 0.032 -0.009 0.193
H 4.111 2.560 1.167 -0.033 -0.092 -0.168 0.240
H 3.761 1.898 -0.447 0.048 0.001 0.054 0.197
H 1.814 1.987 1.909 -0.027 0.003 0.054 0.198
H 1.496 0.825 -0.901 -0.015 0.049 0.048 0.233
C 0.879 -1.706 -0.395 0.419 0.268 -0.493 0.429
O 1.777 -1.564 -1.195 -0.159 -0.098 0.223 -0.575
C 0.101 -2.847 0.231 -0.023 -0.668 0.196 0.440
O 0.162 -4.054 0.254 0.043 0.302 -0.053 -0.571
H -2.268 -1.032 1.931 0.134 -0.087 -0.024 0.380
H -3.077 -3.174 2.738 0.064 -0.074 -0.017 0.194
H -1.984 -3.938 1.551 -0.053 -0.032 0.067 0.237
H -4.385 -3.858 0.778 -0.085 0.039 0.001 0.199
H -4.407 -4.369 -1.579 0.027 0.020 -0.108 0.156
H -2.911 -3.935 -2.438 -0.062 -0.019 -0.073 0.198
H -1.585 -5.113 -0.680 -0.071 0.022 0.084 0.241
H -2.214 -6.297 -2.775 0.052 -0.014 -0.128 0.202
H -2.215 -7.410 -1.409 0.024 -0.127 -0.037 0.213
H -3.742 -6.798 -2.048 -0.084 -0.093 -0.075 0.195
```
Positions in Å, forces in eV/Å.